Formula: C13H17BrOTl
Source: OMol25
Level of theory: wB97M-V/def2-TZVPD

Computed properties:
- Relative energy (zero: lowest compared OMol25 entry of this formula, charge and spin): 0.000 eV
- Charge: -1
- Highest occupied orbital energy (alpha / beta): -3.027 / -3.023 eV
- LUMO (alpha / beta): 0.89 / 0.61 eV

Last column: Mulliken charge in e.
Geometry (Å):
Br 1.3678 -2.6044 -2.4278  -0.653
H 3.6256 1.1294 -4.1681  0.399
C -1.8139 -1.3134 0.5001  -0.356
H -2.3999 1.9460 1.0546  0.374
H -2.0490 -1.4370 -1.7266  0.515
C -2.3315 0.5729 -0.7350  -0.317
H -0.3429 0.9715 -6.0243  0.365
H 0.5720 -1.5766 -5.7402  0.339
H -1.5305 -2.3271 0.7542  0.377
H 3.5888 -0.8789 1.2455  0.330
H 3.2971 0.8364 1.5905  0.324
H 1.5452 2.6379 -5.0281  0.367
C -1.9468 -0.2306 1.4117  -0.251
C -2.0856 -0.8409 -0.8170  -0.748
H 1.7507 0.6707 4.0947  0.380
C 1.5998 1.5509 -5.0586  -0.426
C 3.1698 -0.1767 1.9748  -1.315
C 2.7004 0.7523 -4.6003  -0.668
H 3.0241 -1.4747 -4.6775  0.417
C 1.0886 -0.6665 -5.4485  -0.438
C 2.3816 -0.6149 -4.8664  -0.600
H -1.8198 -0.2684 2.4954  0.563
H 1.5965 -1.5190 2.4706  0.125
C -2.2753 0.9362 0.6509  -0.620
Tl 0.8856 0.0722 -2.1123  0.407
H 3.7279 -0.2419 2.9042  0.401
O 0.9840 -0.5381 1.0536  -0.247
C 1.0323 0.3934 3.3111  -1.081
C 1.6889 -0.4525 2.2085  0.592
C 0.6120 0.6665 -5.5837  -0.509
H 0.2035 -0.1726 3.7695  0.222
H -2.5389 1.2509 -1.5722  0.435
H 0.6391 1.3298 2.8906  0.297

Cartesian forces (eV/Å) of the 6 atoms listed first:
-0.112 -0.595 0.508
-0.141 -0.091 -0.149
-0.531 -0.308 -3.152
0.018 -0.507 -0.216
0.023 0.154 0.294
-0.184 0.658 1.557

Formula: C13H17IN2Pt
Source: OMol25
Level of theory: wB97M-V/def2-TZVPD

Computed properties:
- Relative energy (zero: lowest compared OMol25 entry of this formula, charge and spin): 3.420 eV
- Charge: 0
- Highest occupied orbital energy (alpha / beta): -5.827 / -7.577 eV
- LUMO (alpha / beta): -0.75 / -1.26 eV
- Spin multiplicity: 3

Last column: Mulliken charge in e.
Geometry (Å):
Pt -0.3392 0.0618 1.2753  1.067
H 0.7937 -2.8466 -2.9751  0.225
H 1.3780 1.5341 -0.3923  0.532
H -0.3331 1.6451 -0.8721  0.274
C -2.2443 0.4656 1.6571  -1.348
C 0.7732 -0.5568 2.8565  -1.671
H -0.0122 -1.2577 3.1849  0.315
H -3.2956 -1.4288 -3.9372  0.418
H -2.1468 0.4881 2.7551  0.321
H 0.8006 0.1859 3.6663  0.541
H 4.1390 -2.5126 -0.2701  0.380
C -3.3641 -0.2509 -2.1341  -0.769
N 1.0332 -1.2021 -0.0274  0.069
H -3.0792 0.9012 -0.3528  0.305
H -0.9710 -2.2292 -3.4508  0.277
C 1.2467 -2.5080 -2.0429  -0.819
C -2.6439 0.1537 -1.0191  0.027
N -1.4720 -0.4085 -0.6609  -0.033
H -2.8645 -0.4042 1.3846  0.493
C -2.7681 -1.1356 -3.0306  -0.604
C 0.3525 1.6567 -0.0021  -1.644
H 2.7311 -1.0676 1.1606  0.410
C 3.1059 -2.3100 -0.5503  -0.987
I 2.2713 1.7286 2.0457  -0.113
H 1.6862 -1.1248 2.7602  0.534
C 2.5596 -2.8444 -1.7217  -0.438
H -2.7147 1.4168 1.3919  0.310
H 0.2313 2.6273 0.5091  0.424
C 2.3105 -1.5018 0.2586  0.068
C 0.4918 -1.6835 -1.1838  0.782
H -4.3622 0.1659 -2.2644  0.391
H 3.1360 -3.4881 -2.3928  0.422
C -0.8580 -1.2524 -1.5283  0.430
C -1.4945 -1.6061 -2.7370  -0.588

Cartesian forces (eV/Å) of the 6 atoms listed first:
1.627 -1.579 -4.731
0.286 -0.034 0.371
-0.688 0.034 0.232
0.204 0.091 0.292
-0.470 0.803 3.904
-2.114 -0.009 2.810

Formula: C13H17N3O4
Source: OMol25
Level of theory: wB97M-V/def2-TZVPD

Computed properties:
- Structure (SMILES): NC(=O)C[C@H](N)C(=O)N[C@@H](Cc1ccccc1)C(=O)O
- Relative energy (zero: lowest compared OMol25 entry of this formula, charge and spin): 0.693 eV
- Charge: 0
- Highest occupied orbital energy: -9.342 eV
- LUMO: 0.63 eV

Last column: Mulliken charge in e.
Geometry (Å):
H 3.1292 0.5679 -1.2361  0.296
C -4.1558 -0.2902 1.0838  -0.182
C 2.8500 0.2446 -0.1634  0.441
C -1.4726 2.2416 -0.4097  0.366
N 3.1052 1.4522 0.5955  -0.753
H 2.9895 1.1989 1.5508  0.214
H -1.8540 -1.6428 -0.9736  0.275
H -6.1993 -0.7777 1.2819  0.387
H 4.0956 1.6851 0.5008  0.327
N 0.5637 0.9828 0.0363  -0.193
C -0.8638 0.8943 -0.2069  -0.167
C 1.3473 -0.0974 -0.1059  -0.018
H 3.3082 -1.8070 -0.3611  0.379
H -1.9302 0.9444 1.6920  0.374
C -5.2959 -0.9630 0.7257  -0.503
H -3.9018 -2.8487 -1.6786  0.365
C -2.8808 -0.5422 0.5405  0.182
H 6.9319 -1.8990 0.0096  0.261
C 3.7012 -0.9709 0.2339  -0.845
H -6.1055 -2.3981 -0.6287  0.395
N 5.8990 -1.9285 0.0822  -0.372
H 5.4511 -2.7566 0.5075  0.225
O -0.9164 3.2177 0.0260  -0.593
H -1.0631 -0.5168 1.5262  0.371
O 5.6751 0.2638 -0.4065  -0.631
H -0.9971 0.2748 -1.0909  0.539
C -5.2363 -1.8506 -0.3563  -0.593
H -2.9996 1.4171 -1.1518  0.370
O 0.8560 -1.1826 -0.2162  -0.677
C -1.6701 0.1927 0.9196  -0.865
H 3.6067 -1.2040 1.2993  0.351
O -2.6345 2.2995 -1.0413  -0.495
H 0.9192 1.8919 0.3456  0.471
C -3.9748 -2.1139 -0.8827  -0.554
H -4.2047 0.5170 1.8269  0.299
C 5.1773 -0.7974 -0.0845  0.500
C -2.8581 -1.4441 -0.5131  0.053

Cartesian forces (eV/Å) of the 6 atoms listed first:
-0.673 -0.955 1.307
1.410 1.157 1.054
0.779 0.262 -1.328
1.407 0.778 0.614
0.480 0.189 -0.086
-0.137 0.117 1.158

Formula: C13H18F6N2O8RbS3
Source: OMol25
Level of theory: wB97M-V/def2-TZVPD

Computed properties:
- Relative energy (zero: lowest compared OMol25 entry of this formula, charge and spin): 0.885 eV
- Charge: -2
- Highest occupied orbital energy (alpha / beta): -1.220 / -1.844 eV
- LUMO (alpha / beta): 3.96 / 3.96 eV
- Spin multiplicity: 2

Last column: Mulliken charge in e.
Geometry (Å):
C -3.1911 0.7971 -4.0074  -0.442
O 0.4463 1.3505 1.0525  0.198
H -0.0221 -0.0256 2.4822  0.156
H 0.8667 3.3253 1.4265  0.373
O -1.5381 -1.3297 -1.0880  -0.410
H -1.2255 3.7700 -2.6710  0.314
H -2.2090 1.1131 -1.6973  0.029
H -4.2572 0.9928 -3.8325  0.276
O -0.0525 2.3973 -1.6845  -0.314
O 0.7646 -3.4526 0.4291  -0.845
H 3.7575 1.4565 3.9464  0.345
O -0.6420 -2.0441 1.8321  -0.702
H -0.7710 2.9927 0.8370  0.327
C 4.0142 1.3372 0.5203  -0.135
H -1.1542 1.3324 2.3705  0.312
H -1.5710 3.5904 -0.9459  0.402
F -1.2666 -4.4622 3.3954  -0.237
H 0.4514 1.5808 3.1099  0.278
C 0.7672 2.9798 -0.6703  -0.129
H 0.8102 4.0683 -0.8076  0.361
S 4.5201 2.2665 -0.8264  -0.480
C -0.0965 1.0452 2.3258  -0.732
Rb 0.8233 -1.1800 -0.7042  0.796
C -2.2896 -3.4990 -2.1092  0.714
C -0.2456 -4.4876 2.5273  0.341
O 3.3501 -0.4724 -0.8262  -0.814
C -1.2982 3.0445 -1.8526  -0.613
C -2.3857 2.0679 -2.2037  -0.138
C 3.2020 -0.7271 1.4534  -0.484
F -0.1004 -5.7554 2.1105  -0.236
C 0.2852 2.7073 0.7290  -0.550
S -0.5171 -3.3271 1.1343  1.162
C 4.0547 1.8082 1.8556  -0.696
H 2.9984 -0.9261 3.5483  0.407
H -3.3552 2.4626 -1.8685  0.310
F -2.6341 -2.8484 -3.2406  -0.252
H -3.0287 0.6516 -5.0744  0.250
F -3.0546 -4.5954 -2.0388  -0.263
N 3.5115 0.0419 0.3655  0.707
S -2.5722 -2.3381 -0.6813  0.646
H -2.9143 -0.1107 -3.4714  0.078
H 2.8874 -1.7360 1.2271  0.768
F -1.0173 -3.8757 -2.2592  -0.225
O -3.9844 -2.0458 -1.0293  -0.629
O -2.3982 1.8993 -3.6120  -0.356
H 4.4060 2.8227 1.9760  0.373
C 3.7009 1.0447 2.9449  -0.098
N -1.7544 -3.8742 0.4528  -0.775
C 3.2814 -0.2658 2.7394  -0.899
F 0.8685 -4.1637 3.2164  -0.228
H 1.7793 2.5961 -0.8057  -0.244

Cartesian forces (eV/Å) of the 6 atoms listed first:
0.019 0.118 0.007
-0.143 -0.157 0.058
0.028 -0.051 -0.058
0.055 0.091 0.033
-2.141 -0.252 -0.199
0.034 0.140 -0.018

Formula: C13H18N2O3S
Source: OMol25
Level of theory: wB97M-V/def2-TZVPD

Computed properties:
- Structure (SMILES): COCCCNC(=S)Nc1ccc2c(c1)OCCO2
- Relative energy (zero: lowest compared OMol25 entry of this formula, charge and spin): 2.381 eV
- Charge: 0
- Highest occupied orbital energy: -7.771 eV
- LUMO: 0.70 eV

Last column: Mulliken charge in e.
Geometry (Å):
C -2.2245 -1.3832 -3.6491  0.516
O -3.0566 -1.8687 -4.6286  -0.456
N 1.4681 0.3818 1.3092  -0.222
H 3.9062 2.2880 6.4737  0.236
C -0.5622 -0.4936 -1.5880  1.157
C 2.8704 1.9549 6.4555  -0.723
H -3.1805 -2.2226 -6.6064  0.339
H 1.0592 2.4443 3.0110  0.316
C -0.1545 -0.3998 -2.9160  -0.929
H -1.7599 -2.9593 -5.8041  0.290
H 2.7273 0.5634 2.9366  0.361
H 1.1176 0.4769 -1.0308  0.175
H 1.9509 1.1018 0.7908  0.242
S -0.6038 -1.1980 1.5898  -0.429
C -2.6384 -1.4434 -2.3257  -1.066
O -0.5242 -0.6881 -5.2341  -0.455
H 2.2516 2.6538 7.0326  0.284
C 0.8346 1.4664 3.4411  -0.287
O 2.4808 1.9218 5.1086  -0.291
H -2.1722 -1.0552 -0.2847  0.292
H -2.1757 0.0428 -6.2295  0.288
C 0.4116 -0.2329 0.7175  0.487
H 0.4631 2.2052 5.4404  0.390
C 1.1437 1.5049 4.9313  -0.630
H 0.8093 0.0109 -3.1779  0.352
C -1.5393 -0.8525 -6.1997  -0.445
C -0.9758 -0.8299 -3.9456  0.291
H -1.0363 -0.9774 -7.1597  0.339
H 0.9980 0.5071 5.3728  0.370
H -0.2247 1.2507 3.2986  0.307
C -1.8281 -0.9969 -1.3018  -0.455
C -2.4007 -2.0681 -5.8594  -0.466
N 0.3285 -0.0120 -0.6241  -0.162
H -3.6132 -1.8516 -2.1147  0.428
H 2.7972 0.9614 6.9157  0.308
H 1.3842 -0.5936 3.1164  0.355
C 1.6684 0.3910 2.7383  -1.107

Cartesian forces (eV/Å) of the 6 atoms listed first:
0.099 -0.029 0.009
-0.101 0.140 0.310
0.072 0.219 -0.454
-0.008 -0.010 0.103
-0.409 -0.189 -0.411
0.006 -0.008 0.081

Formula: C13H18N2O5
Source: OMol25
Level of theory: wB97M-V/def2-TZVPD

Computed properties:
- Structure (SMILES): COC(=O)[C@H](C)NC(=O)Nc1ccc(OC)c(OC)c1
- Relative energy (zero: lowest compared OMol25 entry of this formula, charge and spin): 1.286 eV
- Charge: 0
- Highest occupied orbital energy: -7.904 eV
- LUMO: 0.71 eV

Last column: Mulliken charge in e.
Geometry (Å):
O 1.5743 3.5601 0.7166  -0.610
O 1.2602 3.8865 2.9161  -0.329
H 1.5491 -1.6251 -2.5327  0.374
C 0.6084 -1.6285 -2.0063  -0.479
H 0.9884 0.2844 -1.1329  0.674
H 3.3783 1.4842 0.9157  0.366
H 2.0059 -3.8805 -2.9955  0.361
O -2.3404 -3.6959 -1.7022  -0.408
H 1.2337 -3.0462 -4.3743  0.367
N 0.7871 0.8848 1.3846  -0.157
C 3.1241 1.2732 1.9520  -1.571
C -1.8067 -1.5638 -0.6618  -0.374
H -2.7456 -1.5133 -0.1336  0.438
N -1.2561 0.5497 0.3353  -0.081
H -0.0057 5.3437 2.1999  0.285
O -0.0671 -3.7826 -2.9336  -0.426
C -3.5992 -3.7073 -1.0772  -0.916
H 1.7292 5.6982 2.0261  0.300
H 1.0819 -4.8120 -4.1995  0.230
C 1.4700 3.1408 1.8379  0.437
C -0.8961 -0.5158 -0.4980  -0.415
C 0.9715 5.2581 2.6778  -0.698
H 1.0973 -0.0033 1.0278  0.375
C 0.3032 -0.5462 -1.1906  -0.975
C -1.5165 -2.6376 -1.4819  0.709
H -3.5086 -3.7150 0.0143  0.358
O -0.9172 2.3351 1.6716  -0.699
H -4.0798 -4.6281 -1.4037  0.227
C 1.6762 1.6677 2.2144  0.490
H 3.2687 0.2131 2.1499  0.424
H -2.2316 0.8107 0.3467  0.276
H 0.9667 5.7436 3.6503  0.235
H -4.2105 -2.8524 -1.3850  0.362
H 1.4227 1.5491 3.2772  0.182
H 3.7873 1.8422 2.5980  0.418
C 1.1336 -3.8687 -3.6581  -0.919
C -0.2760 -2.6802 -2.1601  0.885
C -0.4733 1.3280 1.1516  0.286

Cartesian forces (eV/Å) of the 6 atoms listed first:
0.024 0.060 -0.024
0.069 -0.093 0.380
0.077 -0.054 -0.080
-0.082 -0.376 -0.119
0.047 0.093 -0.003
0.025 0.007 -0.074

Which of these has the lowest charge?
C13H18F6N2O8RbS3

Which value of relative energy (zero: lowest compared OMol25 entry of this formula, charge and spin) does entry 3 give?
0.693 eV

Among the records above, which one has the lowest charge?
C13H18F6N2O8RbS3

Which formula does entry 1 have?
C13H17BrOTl